{
  "formula": "CH2N4S",
  "method": "ωB97M-V/def2-TZVPD",
  "elements": ["S", "C", "N", "N", "N", "N", "H", "H"],
  "xyz": [[1.9197, 0.0652, -0.0404], [0.2223, -0.0874, 0.0586], [-0.6047, -1.1341, 0.0041], [-1.8442, -0.6538, -0.0416], [-1.8819, 0.5876, -0.0040], [-0.5445, 1.0202, 0.0368], [2.3929, -1.2063, 0.3078], [-0.3144, 1.9476, 0.0202]],
  "atomic_forces_ev_per_a": [[1.7, -0.9, 0.3], [-2.1, -0.4, -0.3], [1.9, -0.3, 0.0], [-0.3, -0.9, 0.3], [1.0, 2.3, -0.3], [-1.8, -3.7, 0.2], [-1.0, 1.1, -0.3], [0.6, 2.7, 0.0]],
  "homo_energy_ha": -0.363,
  "lumo_energy_ev": 0.41,
  "smiles": "Sc1nnn[nH]1",
  "de_lowest_kj_mol": 55.82
}


{
  "formula": "CH2N4S",
  "method": "ωB97M-V/def2-TZVPD",
  "elements": ["C", "H", "H", "N", "N", "N", "N", "S"],
  "xyz": [[-0.5722, -0.2133, 0.1250], [-2.3225, 1.0791, 0.1312], [2.2117, 0.6638, 0.1524], [0.1183, -1.3485, 0.0186], [1.3510, -1.0491, -0.1059], [1.3166, 0.2925, -0.1776], [0.1940, 0.9121, -0.0315], [-2.2970, -0.3366, -0.1122]],
  "atomic_forces_ev_per_a": [[-0.9, 1.0, -1.6], [-0.6, -1.9, -0.4], [-0.4, 0.6, -0.8], [-0.7, -1.4, 0.6], [-0.3, 1.7, -0.2], [4.8, -0.3, 0.7], [-1.9, -2.4, 0.9], [0.1, 2.7, 0.9]],
  "homo_energy_ha": -0.342,
  "lumo_energy_ev": 0.81,
  "de_lowest_kj_mol": 87.50
}


{
  "formula": "CH2N5S",
  "method": "ωB97M-V/def2-TZVPD",
  "elements": ["N", "S", "C", "N", "N", "N", "N", "H", "H"],
  "xyz": [[2.1596, -0.4896, -0.3324], [0.7397, -1.3702, 0.4329], [-0.5740, -0.3291, 0.1816], [-1.0653, 0.5082, 1.1325], [-2.0690, 1.1176, 0.6026], [-2.2312, 0.6200, -0.6148], [-1.3564, -0.2937, -0.8915], [2.6770, 0.0952, 0.4145], [1.7196, 0.1416, -0.9254]],
  "atomic_forces_ev_per_a": [[1.0, -0.9, 3.3], [2.0, -0.2, -0.5], [-0.9, 0.6, 1.3], [1.9, -0.2, 1.0], [-0.3, -0.4, -0.6], [-2.0, 0.9, -1.2], [0.6, -0.1, -0.5], [-1.4, -1.2, -1.4], [-0.8, 1.5, -1.5]],
  "total_charge": -1,
  "homo_energy_ha": -0.175,
  "lumo_energy_ev": 3.66,
  "smiles": "NSc1nnn[n-]1",
  "de_lowest_kj_mol": 17.79
}


{
  "formula": "CH2NO2P",
  "method": "ωB97M-V/def2-TZVPD",
  "elements": ["C", "N", "O", "O", "P", "H", "H"],
  "xyz": [[0.5859, 0.0078, 0.6891], [-0.0400, 0.9809, 0.1415], [1.0511, -1.0652, 0.1233], [0.7008, -1.3093, -1.1398], [-1.1260, 1.1709, -0.9834], [0.8065, 0.0947, 1.7086], [-1.9784, 0.1203, -0.5393]],
  "atomic_forces_ev_per_a": [[0.5, -1.0, -0.1], [-0.4, 0.8, -1.3], [-0.1, 1.1, 1.8], [-0.9, 0.1, -1.8], [0.5, -0.7, 0.4], [0.7, -0.2, 1.4], [-0.3, -0.1, -0.4]],
  "homo_energy_ha": [-0.312, -0.312],
  "lumo_energy_ev": [-1.84, -1.84],
  "de_lowest_kj_mol": 579.32
}